18
Properties=species:S:1:pos:R:3:forces:R:3 method="wB97M-V/def2-TZVPD" e_above_lowest_kcal_mol=70.3 e_homo_ev=-9.004 gap_ev=9.886 smiles="COC1=NOCCC=C1" molar_mass_g_mol=127.14 lumo_energy_ev=0.9
C -3.029 -0.283 0.169 0.1 -0.1 -0.5
C -0.730 0.229 -0.091 -0.4 -0.3 -0.2
C 1.711 -1.034 0.481 0.0 0.0 0.4
C 2.405 0.263 0.121 0.3 -0.1 -0.3
C 1.488 1.426 -0.077 -0.3 0.4 0.2
C 0.151 1.401 -0.175 0.9 0.3 0.0
H -3.086 -0.746 -0.833 -0.1 0.1 0.5
H -3.943 0.259 0.393 0.0 0.1 -0.1
H -2.874 -1.054 0.925 0.2 0.0 -0.1
H 1.189 -0.942 1.440 0.0 0.0 -0.1
H 2.448 -1.849 0.589 -0.3 0.3 -0.2
H 3.174 0.480 0.873 -0.1 0.1 -0.1
H 2.948 0.103 -0.825 0.0 0.1 0.2
H 1.960 2.420 -0.119 -0.2 -0.5 -0.1
H -0.383 2.351 -0.310 0.2 -0.6 0.1
N -0.557 -1.041 -0.260 0.3 1.0 0.3
O -1.976 0.688 0.165 -0.3 -0.5 0.1
O 0.786 -1.406 -0.525 -0.3 -0.2 -0.2



18
Properties=species:S:1:pos:R:3:forces:R:3 method="wB97M-V/def2-TZVPD" e_above_lowest_kcal_mol=123.0 e_homo_ev=-9.376 gap_ev=9.201 smiles="C=C/C(C)=C(/C)[N+](=O)[O-]" molar_mass_g_mol=127.14 lumo_energy_ev=-0.2
C 1.291 -2.430 -0.039 -0.1 -2.8 0.1
C 0.384 -1.557 0.342 -0.7 -0.5 0.3
C 0.343 -0.120 0.073 -1.2 -0.5 0.0
C -0.826 0.522 -0.047 -0.5 0.4 -0.8
C 1.593 0.625 0.009 2.0 2.9 0.3
C -1.052 1.977 -0.017 4.5 -0.3 1.5
N -2.131 -0.152 -0.233 2.6 0.4 1.3
O -3.107 0.489 -0.188 -3.3 3.5 0.0
O -2.178 -1.313 -0.348 0.6 -4.9 -0.9
H 1.230 -3.588 0.051 -0.3 2.3 0.4
H 2.153 -2.163 -0.562 1.3 0.7 -0.9
H -0.465 -1.925 0.883 -0.3 -0.2 0.1
H 1.607 1.595 0.634 -0.3 -1.5 -0.7
H 2.393 0.049 0.470 0.2 -0.1 -0.5
H 1.890 1.056 -1.009 -0.4 -1.1 1.1
H 0.014 2.397 0.258 -2.6 -0.2 0.0
H -1.281 2.413 -0.913 -0.7 0.9 -2.5
H -1.858 2.125 0.637 -0.7 0.9 1.2



18
Properties=species:S:1:pos:R:3:forces:R:3 method="wB97M-V/def2-TZVPD" e_above_lowest_kcal_mol=122.4 e_homo_ev="-7.943 / -7.839" gap_ev="8.162 / 8.294" molar_mass_g_mol=127.14 lumo_energy_ev="0.2 / 0.5"
C 0.421 -1.000 0.347 -0.5 2.0 0.5
C -1.440 0.462 0.246 -0.5 -0.5 -0.6
C 1.515 -1.619 0.040 2.0 -0.9 -0.7
C 0.691 1.552 0.644 -1.1 -2.7 0.7
C 1.424 2.132 -0.461 2.3 -0.5 -1.0
C -1.911 -1.811 -0.180 1.1 -3.4 3.4
N -0.904 -0.872 0.160 1.4 3.7 -0.5
O -2.583 0.657 -0.063 -0.1 0.3 0.2
O -0.703 1.482 0.716 0.6 0.2 -0.6
H 1.604 -2.328 -0.833 -0.1 0.5 1.2
H 2.457 -1.298 0.582 -1.2 -0.6 -0.9
H 1.021 1.877 1.577 0.6 0.2 1.7
H 1.169 1.722 -1.425 0.1 -0.5 -0.4
H 2.608 2.096 -0.317 -2.7 -0.1 -0.1
H 1.135 3.148 -0.560 -0.1 1.5 0.1
H -2.761 -1.335 -0.479 -2.0 1.2 -1.1
H -1.595 -2.601 -0.839 0.3 0.0 -0.3
H -2.149 -2.264 0.845 -0.2 -0.1 -1.5